Density functional theory data (ωB97M-V/def2-TZVPD) for a cluster of 3 separate species, CH4N2OS in total.

```
9
Properties=species:S:1:pos:R:3:nbo_charge:R:1
H -0.23770 -0.55586 3.18757 0.42
O -0.96354 -0.27297 2.05341 -0.51
H -0.53367 1.21091 0.45040 0.18
C -0.10032 0.39685 -0.01116 0.23
N 0.55651 0.11815 -1.14574 -0.77
H 0.72325 -0.19887 -3.71747 0.02
S 0.65809 1.19369 -2.22453 0.31
N -0.37498 -0.55237 0.83155 -0.26
H 0.27237 -1.33954 0.57596 0.39
```

Values from the calculation:
HOMO energy   -0.272 Eh
LUMO level   -0.89 eV
E_tot   -623.1455 Ha

---

Density functional theory data (ωB97M-V/def2-TZVPD) for the molecule CH4N2OS.

```
9
Properties=species:S:1:pos:R:3:nbo_charge:R:1
H -0.31580 -1.19557 -1.34338 0.37
N -0.32645 -1.19813 -0.34100 -0.23
C 0.43200 -0.22183 0.08868 -0.06
O -1.46434 -1.35827 0.34520 -0.48
N -1.24189 1.20569 -0.11504 -0.95
H -0.94081 1.48020 0.76625 0.33
H 0.46086 -0.23796 1.27462 0.22
H 1.41676 -0.03823 -0.43948 0.23
S -2.40269 0.14220 -0.07652 0.58
```

Values from the calculation:
HOMO energy (alpha / beta)   -0.288 / -0.288 Eh
LUMO level (alpha / beta)   0.25 / 0.25 eV
E_tot   -623.2678 Ha

---

Density functional theory data (ωB97M-V/def2-TZVPD) for the molecule CH4N2OS.

```
9
Properties=species:S:1:pos:R:3:nbo_charge:R:1
H 1.60616 1.48810 -0.69578 0.42
H -2.02745 0.28951 1.14158 0.11
S -2.01822 -0.19787 -0.08032 0.28
H -0.12172 1.27030 -0.22200 0.35
N -0.58509 -0.82249 0.16164 -0.87
H -0.35877 -1.77924 -0.53908 0.43
O 1.86776 -0.99823 -0.01601 -0.63
C 0.74354 -0.34176 0.15910 0.76
N 0.89379 1.09166 0.09088 -0.86
```

Values from the calculation:
HOMO energy   -0.341 Eh
LUMO level   0.17 eV
E_tot   -623.3578 Ha

---

Density functional theory data (ωB97M-V/def2-TZVPD) for a structure of composition CH4N2OS2.

```
10
Properties=species:S:1:pos:R:3:nbo_charge:R:1
H 2.20924 -0.80809 -1.23853 0.09
S 1.33123 -1.26824 -0.17819 0.20
N -0.99423 0.75852 -0.41627 -0.81
H 1.93806 0.53135 1.05766 0.41
S -1.78806 -0.70441 0.09414 0.18
N 1.00080 0.06640 0.73951 -0.81
O 0.77289 2.21165 -0.07751 -0.59
H -3.12181 0.26569 0.60883 0.12
C 0.29754 1.11865 0.01817 0.78
H -1.73072 1.39399 -0.83472 0.43
```

Values from the calculation:
HOMO energy   -0.331 Eh
LUMO level   -0.34 eV
E_tot   -1021.5501 Ha

---

Density functional theory data (ωB97M-V/def2-TZVPD) for the molecule CH4N2OS2.

```
10
Properties=species:S:1:pos:R:3:nbo_charge:R:1
H -1.05951 -1.70936 -0.61463 0.39
H -2.73070 -0.01534 -0.74358 0.47
S 2.42128 -0.09510 -0.19974 0.14
O -2.63414 -0.81344 -0.14172 -0.60
H 0.94653 -1.51312 1.06185 0.43
C -0.35437 0.00220 0.17321 0.14
N -1.21486 -1.08251 0.20296 -0.33
S -0.77471 1.52813 0.04037 -0.01
H 2.81182 0.09247 1.21898 0.12
N 0.77002 -0.81590 0.04300 -0.77
```

Values from the calculation:
HOMO energy   -0.344 Eh
LUMO level   -0.14 eV
E_tot   -1021.4742 Ha

---

Density functional theory data (ωB97M-V/def2-TZVPD) for the molecule CH4N2P2.

```
9
Properties=species:S:1:pos:R:3:nbo_charge:R:1
P -0.40496 0.59246 -0.33551 -0.07
H -0.29352 -0.74635 -0.83794 -0.01
H -3.73177 0.42504 -0.18450 0.44
N -3.04411 0.11578 0.50177 -0.70
H 2.30193 -0.96821 -0.52969 0.40
N 2.45367 -0.17897 0.13832 -1.17
P 1.36678 0.99417 0.56474 0.50
H 3.35433 0.18670 0.04821 0.39
C -2.00235 -0.42061 0.63460 0.21
```

Values from the calculation:
HOMO energy (alpha / beta)   -0.261 / -0.261 Eh
LUMO level (alpha / beta)   -0.23 / -0.23 eV
E_tot   -832.5956 Ha

---

Density functional theory data (ωB97M-V/def2-TZVPD) for a cluster of 2 separate species, CH4N2P2 in total.

```
9
Properties=species:S:1:pos:R:3:nbo_charge:R:1
N 0.97652 -1.87635 -0.39223 -0.67
P 0.38428 0.99095 -0.75001 0.63
P 1.77999 0.50753 0.87530 0.25
C 0.97565 -0.64810 -0.27536 -0.30
H -0.28764 -0.35381 1.47028 0.03
H 0.37670 -2.45645 -1.02033 0.36
N -1.18607 0.98401 -0.00323 -1.10
H -1.91699 1.23805 -0.66502 0.39
H -1.10244 1.61417 0.76060 0.39
```

Values from the calculation:
HOMO energy (alpha / beta)   -0.296 / -0.296 Eh
LUMO level (alpha / beta)   -0.79 / -1.28 eV
E_tot   -832.5523 Ha

---

Density functional theory data (ωB97M-V/def2-TZVPD) for the molecule CH4N2S.

```
8
Properties=species:S:1:pos:R:3:nbo_charge:R:1
C -0.37347 -0.33718 -0.39019 -0.08
N 0.74754 0.12589 0.38355 -0.47
N -0.04724 -1.23798 0.67439 -0.46
H -0.35108 -0.76406 -1.30968 0.18
H 2.90097 0.81665 0.87831 0.12
S 2.32360 0.02777 -0.12160 0.20
H -0.52824 -1.01391 1.52322 0.34
H -1.17160 0.30978 -0.25339 0.17
```

Values from the calculation:
HOMO energy   -0.329 Eh
LUMO level   0.98 eV
E_tot   -548.0850 Ha